Entry 1:
This record from the OMol25 dataset describes 11 unconnected molecules or ions with the total composition C39H99NO11 at a distorted geometry. The level of theory is wB97M-V/def2-TZVPD.

Atoms and positions in Å:
C1 18.4639 -11.7428 0.4383
C2 19.0645 -12.6374 1.4822
C3 20.5780 -12.8908 1.2723
O1 19.0374 -12.0860 2.7313
H1 18.3381 -12.1499 -0.5650
H2 18.9927 -10.8146 0.2218
H3 17.4714 -11.3845 0.7115
H4 18.4585 -13.5270 1.6539
H5 20.9750 -13.4223 2.1371
H6 21.2155 -12.0426 1.0230
H7 20.6995 -13.5755 0.4330
H8 19.8040 -11.5086 2.7092
C4 14.5100 -12.2049 -3.9915
C5 14.9654 -12.8404 -2.6825
C6 14.3980 -14.2488 -2.3341
O2 16.3015 -12.9438 -2.6924
H9 13.7687 -11.4096 -3.9137
H10 14.1306 -12.8488 -4.7850
H11 15.3516 -11.6335 -4.3831
H12 14.7401 -12.0221 -1.9986
H13 14.9009 -15.1442 -2.6996
H14 13.3544 -14.2591 -2.6484
H15 14.1863 -14.2539 -1.2649
H16 16.4870 -13.7357 -2.1825
C7 13.2660 -6.9512 -5.0318
C8 12.1530 -5.8360 -5.0618
C9 10.7825 -6.4735 -4.8873
O3 12.3191 -4.9585 -3.9076
H17 13.1851 -7.5638 -4.1339
H18 14.2469 -6.4759 -5.0205
H19 13.0862 -7.5134 -5.9482
H20 12.1430 -5.2418 -5.9756
H21 10.4348 -6.5562 -3.8575
H22 10.6121 -7.4352 -5.3713
H23 9.9913 -5.8588 -5.3164
H24 11.5026 -4.5423 -3.6216
C10 15.4227 -3.1073 4.2975
C11 16.2975 -4.4114 4.1562
C12 17.1051 -4.4524 2.8426
O4 17.1394 -4.4059 5.2577
H25 14.6736 -3.2065 5.0831
H26 14.7925 -3.0019 3.4144
H27 16.0802 -2.2413 4.3736
H28 15.5565 -5.1985 4.0163
H29 17.7491 -5.3294 2.7766
H30 17.6838 -3.5589 2.6084
H31 16.4537 -4.4208 1.9693
H32 17.8579 -4.9628 4.9492
C13 15.8970 -4.2802 -3.4202
C14 15.2925 -3.4271 -4.5714
C15 15.3140 -1.9623 -4.1330
O5 16.1283 -3.6194 -5.7210
H33 16.0023 -5.3291 -3.6974
H34 15.2489 -4.1295 -2.5569
H35 16.8800 -3.9337 -3.1010
H36 14.2865 -3.7909 -4.7807
H37 16.3501 -1.6755 -3.9535
H38 14.7636 -1.9980 -3.1928
H39 14.9373 -1.2926 -4.9062
H40 15.8967 -4.4347 -6.1718
C16 8.0702 -9.9989 0.5352
C17 7.1583 -10.1159 1.7497
C18 5.6550 -10.0598 1.4243
O6 7.5190 -11.3233 2.2784
H41 8.2792 -8.9769 0.2190
H42 7.4880 -10.4943 -0.2417
H43 9.0886 -10.3826 0.5946
H44 7.4180 -9.3552 2.4859
H45 5.2907 -9.0352 1.3496
H46 5.0486 -10.4366 2.2479
H47 5.5635 -10.5104 0.4361
H48 7.1903 -12.0697 1.7720
C19 16.3975 -8.7771 -4.4625
C20 17.5358 -9.7409 -4.2061
C21 19.0100 -9.4040 -4.7558
O7 17.6904 -10.1361 -2.8709
H49 15.5125 -8.9196 -3.8424
H50 16.1041 -8.6325 -5.5023
H51 16.7771 -7.7871 -4.2094
H52 17.3355 -10.6162 -4.8241
H53 19.7707 -10.1176 -4.4394
H54 19.1863 -8.4865 -4.1944
H55 19.1233 -9.2847 -5.8333
H56 17.4705 -11.0630 -2.7520
C22 9.8773 -1.1261 -2.9614
C23 10.7096 -2.3872 -3.0633
C24 11.8150 -2.3732 -1.9805
O8 9.8709 -3.4927 -2.6829
H57 10.4933 -0.2269 -2.9681
H58 9.2975 -1.0615 -2.0406
H59 9.1768 -0.9343 -3.7742
H60 11.1608 -2.7120 -4.0009
H61 12.0571 -3.3661 -1.6015
H62 11.4886 -1.6528 -1.2304
H63 12.7117 -1.9039 -2.3851
H64 9.6171 -3.3198 -1.7734
C25 12.6196 -7.1884 5.6048
C26 13.9876 -7.7383 5.6798
C27 14.1870 -9.1334 6.2945
O9 14.5745 -7.6977 4.4312
H65 11.9880 -7.9113 5.0885
H66 12.5593 -6.1463 5.2909
H67 12.1762 -7.2443 6.5989
H68 14.5451 -7.0153 6.2753
H69 13.7304 -9.8537 5.6157
H70 13.7644 -9.2900 7.2870
H71 15.2169 -9.4879 6.2546
H72 14.8088 -8.6064 4.2287
C28 19.9295 -7.7983 0.8781
C29 18.8839 -7.8094 -0.3154
C30 18.4399 -6.3935 -0.7542
O10 19.5282 -8.4647 -1.3403
H73 20.9779 -7.6180 0.6407
H74 19.8475 -8.8096 1.2765
H75 19.5388 -7.1072 1.6249
H76 17.9006 -8.2378 -0.1212
H77 17.9253 -5.9326 0.0889
H78 17.7511 -6.4413 -1.5976
H79 19.3494 -5.8398 -0.9873
H80 18.8976 -9.1138 -1.6607
C31 13.4850 -5.9789 -0.8024
C32 13.0637 -6.6512 0.5521
C33 11.7024 -7.3623 0.2748
C34 11.7350 -8.6403 -0.5765
C35 12.6690 -9.5758 0.1966
C36 14.0603 -9.0710 0.4557
N1 13.9665 -7.7421 1.1352
O11 15.1699 -7.3965 1.7377
C37 14.5730 -10.1426 1.4950
C38 14.9727 -9.1794 -0.7553
C39 12.7322 -5.5368 1.5689
H81 13.0676 -4.9731 -0.8498
H82 13.0110 -6.5072 -1.6297
H83 14.5542 -5.9012 -0.9994
H84 11.2723 -7.7118 1.2134
H85 11.0593 -6.6096 -0.1813
H86 12.1252 -8.3276 -1.5450
H87 10.7351 -9.0618 -0.6796
H88 12.6230 -10.4858 -0.4017
H89 12.2054 -9.7651 1.1648
H90 13.9989 -10.2529 2.4150
H91 14.6216 -11.1089 0.9929
H92 15.6136 -9.9350 1.7442
H93 16.0255 -8.9090 -0.6737
H94 15.1792 -10.2183 -1.0127
H95 14.6346 -8.5293 -1.5622
H96 11.9604 -4.8731 1.1791
H97 13.6300 -5.1102 2.0160
H98 12.2945 -6.0016 2.4523
H99 14.8062 -7.3742 2.6259

Atomic forces in eV per Å
-0.92 0.94 -1.07
1.43 -0.46 -0.83
-0.55 -1.91 -1.26
-0.47 1.91 2.24
0.13 -0.66 0.06
0.62 0.01 0.46
-0.19 -0.27 0.33
0.28 -0.53 -0.86
-0.01 0.16 0.08
-0.48 0.46 0.24
0.21 -0.11 -0.21
-0.11 0.49 0.77
-0.08 0.48 -1.04
-2.91 0.12 -0.75
-2.20 1.85 0.65
4.03 -0.56 -0.06
-0.38 -0.22 0.65
0.29 -0.40 0.10
0.27 -0.26 -0.17
-0.74 -0.59 1.00
0.28 0.41 -0.07
-0.04 -0.32 -0.64
0.82 -0.50 0.34
0.72 0.13 0.01
-0.98 1.86 -0.24
-0.43 -0.85 2.13
-1.39 -0.02 -0.56
1.26 -0.31 -0.72
-0.22 -0.04 -0.10
0.10 -0.14 -0.19
0.40 -0.31 0.14
0.46 -0.07 -0.13
0.65 -0.21 0.27
0.48 -0.18 -0.02
0.06 0.39 -0.23
-0.49 -0.39 -0.18
0.29 -1.14 -0.98
-1.52 2.53 -1.93
-0.45 0.85 -0.40
0.42 -1.01 0.36
0.52 0.14 0.51
0.18 0.09 -0.36
-0.23 0.04 0.31
0.20 -0.80 0.93
-0.04 -0.11 0.01
0.49 0.16 0.79
-0.42 -0.70 0.08
0.49 -0.13 0.66
-0.61 0.67 -0.10
1.46 -0.85 0.51
0.26 -1.02 -0.54
-0.05 0.65 -0.35
-0.28 -0.06 0.11
-0.12 -0.55 0.16
0.12 0.21 -0.35
-0.13 0.20 0.06
0.02 0.00 0.18
-0.10 0.79 -0.10
-0.41 0.00 0.27
-0.10 -0.05 0.14
-0.51 1.43 -1.08
0.44 1.02 -0.61
0.80 1.03 0.00
0.16 -2.23 2.21
-0.57 0.34 -0.19
0.58 -0.11 -0.57
-0.36 -0.63 0.65
-0.04 -0.05 0.21
0.27 0.24 -0.34
0.15 -0.72 -0.30
-0.76 -0.42 0.25
-0.15 0.12 -0.23
0.85 1.63 0.43
1.57 -2.25 -2.73
-1.53 1.12 1.27
-0.19 0.56 1.04
0.12 -0.45 -0.03
0.09 -0.66 -0.13
-0.11 0.40 0.34
-0.53 -0.55 0.28
-0.47 -0.29 0.22
0.78 0.37 -0.46
-0.44 0.27 0.06
-0.24 -0.28 -0.12
0.18 1.16 -1.07
0.11 -0.93 2.10
0.19 1.32 -0.87
-0.41 -0.47 -0.70
0.35 -0.01 0.08
0.14 -0.43 0.17
-0.08 -0.53 -0.15
-0.40 0.77 -0.35
-0.14 0.22 -0.03
0.00 -0.46 0.60
0.22 -0.18 -0.04
-0.14 -0.17 0.16
-1.62 -1.05 1.08
1.12 0.64 2.09
-0.55 -0.24 -0.77
0.83 -0.57 -1.74
-0.19 0.46 -0.82
0.06 -0.31 -0.44
0.09 0.34 0.36
0.32 0.00 0.39
-0.66 -0.16 -0.02
0.09 0.23 -0.07
0.32 0.63 0.41
0.23 -0.07 -0.45
-2.40 -0.44 -0.19
0.69 2.18 0.80
0.83 -0.42 0.63
0.22 -0.98 -1.15
-0.35 0.29 -0.50
0.28 -0.03 0.33
0.38 0.05 0.26
0.33 -0.86 0.90
-0.04 0.21 -0.02
0.14 -0.01 -0.11
-0.19 0.35 -0.26
0.05 -0.36 -0.75
-0.12 -0.38 0.35
0.20 -0.74 -0.61
-0.22 -0.21 0.02
1.09 1.56 0.87
-1.71 0.04 -1.53
0.72 -0.58 1.80
-2.37 -0.68 -1.43
0.01 0.80 -0.35
1.08 0.61 -0.58
0.76 0.44 -0.42
0.48 -1.59 0.98
0.11 0.02 0.09
0.29 -0.04 -0.16
0.05 -0.13 0.26
-0.10 0.53 0.36
-0.22 0.09 0.09
0.01 -0.61 -0.35
0.06 0.02 -0.10
0.74 -0.49 0.37
-0.11 -0.12 0.01
-0.24 0.28 -0.13
-0.32 -0.12 -0.03
0.05 0.17 0.24
-0.02 0.73 0.97
-0.95 -0.17 -0.55
-0.30 -0.49 -0.39
0.55 0.33 -0.12
0.06 0.75 -0.65
-0.32 -0.29 0.06
0.81 0.37 0.82

The orbital gap comes out at 0.30775 Eh. As for the strongest force on any atom: 4.07 eV/Å. The relative energy (zero: lowest compared OMol25 entry of this formula, charge and spin) comes out at 468.4 kJ/mol. Its total energy is -2427.4776 hartree.


Entry 2:
This record from the OMol25 dataset describes 2 unconnected molecules or ions with the total composition C5H2F8O at a distorted geometry. The level of theory is wB97M-V/def2-TZVPD.

Atoms and positions in Å:
C1 0.9978 0.7951 0.3998
C2 1.5556 0.8585 -0.7757
C3 -1.0283 -0.5207 0.2175
C4 -0.3907 -1.8089 0.6589
C5 -1.9291 0.2366 1.2402
O1 -1.3706 -0.4985 -1.0478
F1 2.8007 1.4314 -0.9298
F2 1.2097 0.1562 -1.8355
F3 0.3555 -1.7611 1.7083
F4 -1.3549 -2.7594 0.9306
F5 0.4031 -2.2395 -0.3919
F6 -1.9423 1.5349 0.8866
F7 -3.2034 -0.2276 1.1950
F8 -1.4736 0.1103 2.4785
H1 1.0347 1.3974 1.2863
H2 -0.7636 -0.7352 -1.7564

Atomic forces in eV per Å
-3.78 -1.45 -0.33
2.14 0.08 1.26
3.64 1.82 0.68
-0.23 -1.48 -1.12
-0.18 -0.06 -1.64
-2.23 0.90 -0.24
-1.65 -0.44 -0.62
0.27 0.23 -0.41
0.81 0.33 1.19
0.70 0.66 -0.76
-1.02 -0.05 0.94
-0.27 -0.47 0.43
0.75 0.29 0.10
-0.04 0.02 -0.18
0.46 -0.07 0.05
0.62 -0.31 0.66

The orbital gap (spin up / spin down) comes out at 0.32913 / 0.32923 Eh. As for the strongest force on any atom: 4.12 eV/Å. The relative energy (zero: lowest compared OMol25 entry of this formula, charge and spin) comes out at 264.7 kJ/mol. Its total energy is -1065.7755 hartree.


Entry 3:
This record from the OMol25 dataset describes a molecular structure, C6H12N2O at a distorted geometry. The level of theory is wB97M-V/def2-TZVPD.

Atoms and positions in Å:
C1 0.9726 -1.2638 1.5648
C2 -1.7178 1.0546 -0.1519
C3 0.0111 -0.2794 -1.3717
C4 0.6201 0.1921 1.4827
C5 -0.3171 0.4938 -0.2724
N1 1.3211 -0.5835 -1.6351
N2 -0.9232 -0.7348 -2.2798
C6 0.8358 1.1174 0.4785
O1 0.2892 0.6242 2.7624
H1 0.2602 1.5891 2.7766
H2 1.5295 -1.2440 -2.3689
H3 1.9216 -0.1834 -0.9006
H4 -0.5759 -1.2616 -3.0708
H5 -1.8546 -0.3680 -2.2021
H6 0.7206 2.1725 0.7282
H7 0.9039 -1.7712 0.6034
H8 1.9749 -1.3764 1.9755
H9 0.2805 -1.7915 2.2322
H10 -1.9826 1.6813 -1.0040
H11 -1.8016 1.6661 0.7400
H12 -2.4687 0.2663 -0.0871

Atomic forces in eV per Å
-0.89 -0.48 -0.25
0.35 -0.54 0.13
-0.41 0.73 0.09
0.87 1.79 1.94
0.00 -0.24 -2.50
-0.82 0.14 0.45
0.74 -0.28 0.43
-0.35 -1.14 0.54
0.24 -0.67 -0.20
-0.04 -0.08 -0.24
0.50 0.30 0.45
0.17 -0.41 -0.82
-0.72 0.30 0.17
0.08 -0.23 -0.45
0.14 -0.04 0.10
0.24 0.23 0.02
0.08 0.14 0.01
0.12 0.24 0.01
0.00 0.20 -0.14
-0.07 0.07 0.17
-0.22 -0.06 0.10

The orbital gap comes out at 0.26424 Eh. As for the strongest force on any atom: 2.78 eV/Å. The relative energy (zero: lowest compared OMol25 entry of this formula, charge and spin) comes out at 306.5 kJ/mol. Its total energy is -420.4672 hartree.


Entry 4:
This record from the OMol25 dataset describes a molecular structure, C17H20AsBrKN3O2S3. The level of theory is wB97M-V/def2-TZVPD.

Atoms and positions in Å:
K1 0.6454 -0.0672 0.5379
C1 0.3699 -3.7236 -1.0889
C2 -0.7113 -2.8338 -1.6157
N1 -0.9218 -1.6174 -1.2232
C3 -2.0081 -1.0540 -1.8554
C4 -2.6245 -1.8597 -2.7531
S1 -1.8316 -3.3706 -2.8176
C5 -2.4251 0.3104 -1.4732
C6 -3.6970 0.7773 -1.5106
S2 -3.7544 2.3636 -0.8852
C7 -2.0567 2.3056 -0.5920
N2 -1.4950 1.1972 -0.9547
C8 -1.3429 3.4271 0.0964
H1 1.2110 -3.1168 -0.7571
H2 0.7202 -4.4154 -1.8532
H3 0.0042 -4.3054 -0.2420
H4 -3.4767 -1.6406 -3.3757
H5 -4.5879 0.2535 -1.8169
H6 -2.0188 4.2532 0.3092
H7 -0.5247 3.8006 -0.5226
H8 -0.9436 3.0502 1.0399
Br1 -5.8144 -1.6747 1.0022
C9 -4.2570 -1.9039 2.0632
C10 -4.1205 -3.0272 2.8617
N3 -3.0312 -3.2427 3.5989
C11 -2.0471 -2.3421 3.5404
C12 -2.1120 -1.1857 2.7783
C13 -3.2558 -0.9594 2.0268
C14 -0.9510 -0.2200 2.6370
O1 0.1972 -0.6297 2.9485
O2 -1.2149 0.8741 2.0784
H9 -4.9039 -3.7740 2.9053
H10 -1.1571 -2.5498 4.1212
H11 -3.3266 -0.0649 1.4226
C15 1.3792 2.2506 -2.9786
As1 2.7178 1.5991 -1.7709
C16 4.3756 2.3814 -2.3486
C17 2.3898 2.5438 -0.1148
S3 2.8292 -0.4615 -1.6484
H12 1.3839 3.3399 -2.9986
H13 0.4140 1.8825 -2.6318
H14 1.5926 1.8512 -3.9671
H15 4.2812 3.4628 -2.4385
H16 4.6413 1.9448 -3.3083
H17 5.1378 2.1274 -1.6159
H18 2.4357 3.6114 -0.3324
H19 3.1794 2.2962 0.5917
H20 1.4201 2.3300 0.3256

Atomic forces in eV per Å
0.18 -0.23 -0.35
-0.06 0.08 -0.03
-0.06 -0.09 -0.19
0.06 0.06 0.15
0.07 0.33 0.25
-0.13 -0.06 -0.18
0.06 -0.08 0.07
0.34 -0.14 0.08
-0.19 -0.02 -0.06
0.05 0.04 0.08
-0.10 0.23 0.14
0.00 -0.32 -0.22
-0.03 -0.08 -0.10
-0.01 0.01 -0.01
-0.01 0.00 0.00
-0.01 0.01 0.02
0.03 0.02 0.02
0.03 0.00 0.01
0.01 0.01 -0.01
-0.02 -0.02 -0.01
-0.03 -0.04 0.01
-0.01 -0.03 0.02
-0.07 -0.02 -0.02
0.17 -0.03 0.11
-0.05 0.08 -0.08
-0.07 -0.16 0.04
-0.07 0.07 -0.09
0.03 0.06 -0.01
0.23 0.07 0.23
-0.57 -0.06 0.17
0.02 0.04 0.15
-0.01 -0.01 0.00
0.01 0.02 0.00
0.01 0.01 0.01
-0.12 0.01 -0.02
0.14 0.32 -0.01
0.03 0.03 -0.06
0.09 0.16 0.00
0.08 -0.29 -0.02
0.01 0.00 -0.01
-0.03 0.00 -0.02
-0.03 0.00 -0.04
0.00 0.00 0.00
0.03 0.00 -0.02
0.04 0.01 0.00
-0.02 0.01 0.02
-0.01 -0.06 0.03
-0.03 0.06 -0.06

The orbital gap comes out at 0.31909 Eh. As for the strongest force on any atom: 0.60 eV/Å. The relative energy (zero: lowest compared OMol25 entry of this formula, charge and spin) comes out at 26.3 kJ/mol. Its total energy is -7578.9384 hartree.